[1]
The following is a quantum chemistry calculation of 2 unconnected molecules or ions with the total composition C3H4O2S2 in a non-equilibrium geometry, from the Open Molecules 2025 dataset.

- SMILES: O=C(S)S.C=C=O
- Highest occupied orbital energy: -9.06 eV
- LUMO level: 0.35 eV
- HOMO-LUMO gap: 9.4059 eV

Cartesian coordinates (Å):
O  -0.1334  1.7074  0.0194
C  0.6605  0.9107  0.4449
S  2.0718  0.3009  -0.4976
S  0.4975  0.2184  2.1303
H  2.7175  -0.4061  0.3109
H  -0.4826  1.0584  2.2989
C  -0.9942  -0.8661  -0.3920
C  -1.0726  -0.4766  -1.6474
O  -1.0783  -0.1683  -2.7744
H  -1.8340  -0.5634  0.2953
H  -0.3521  -1.7150  -0.1883

[2]
The following is a quantum chemistry calculation of 2 unconnected molecules or ions with the total composition C3H4O2S2 in a non-equilibrium geometry, from the Open Molecules 2025 dataset.

- Highest occupied orbital energy: -9.39 eV
- LUMO level: -1.84 eV
- HOMO-LUMO gap: 7.5475 eV

Cartesian coordinates (Å):
C  -2.0428  1.2614  0.0387
C  -1.1698  0.1086  0.1548
C  2.1167  -0.2975  -0.3589
O  -3.0183  1.2290  -0.6290
O  -0.6852  -2.3281  0.9309
S  -1.7011  -1.4130  0.5243
S  1.1616  0.6089  0.8203
H  -1.5651  2.0686  0.5821
H  1.6401  0.0332  -1.4153
H  2.1051  -1.3832  -0.2686
H  3.1589  0.1121  -0.3794

[3]
The following is a quantum chemistry calculation of a molecular structure, C3H4O2Sr in a non-equilibrium geometry, from the Open Molecules 2025 dataset.

- Highest occupied orbital energy (alpha / beta): -7.68 / -5.51 eV
- LUMO level (alpha / beta): -0.50 / -0.09 eV
- HOMO-LUMO gap (alpha / beta): 7.1844 / 5.4184 eV

Cartesian coordinates (Å):
O  -1.1044  0.0047  1.4197
Sr  0.8333  -1.7621  3.0931
C  -0.8103  0.8100  0.4693
O  0.1763  0.2333  -0.2755
C  0.6330  0.9658  -1.4020
H  1.1907  1.8504  -1.0690
H  1.2793  0.2997  -1.9843
H  -0.2111  1.2753  -2.0319
C  -1.0732  -1.6746  1.4102
H  -0.9136  -2.0025  0.3704

[4]
The following is a quantum chemistry calculation of a single C3H4O3 molecule, from the Open Molecules 2025 dataset.

- SMILES: O=C1COCO1
- Highest occupied orbital energy: -10.54 eV
- LUMO level: 0.79 eV
- HOMO-LUMO gap: 11.3255 eV

Cartesian coordinates (Å):
O  -2.3726  -0.3040  0.0250
C  -1.1914  -0.1497  -0.0830
C  -0.0736  -0.5604  0.8607
O  1.0904  -0.4554  0.0709
C  0.8071  0.6179  -0.7789
O  -0.5870  0.5444  -1.0831
H  -0.1629  -1.5613  1.2834
H  -0.0969  0.1963  1.6631
H  1.3812  0.5339  -1.7018
H  1.0063  1.5765  -0.2745

[5]
The following is a quantum chemistry calculation of a single C3H4O3 molecule in a non-equilibrium geometry, from the Open Molecules 2025 dataset.

- SMILES: O=CCOC=O
- Highest occupied orbital energy: -10.01 eV
- LUMO level: 0.63 eV
- HOMO-LUMO gap: 10.6481 eV

Cartesian coordinates (Å):
O  1.8917  -0.7258  -0.7758
C  1.2286  -0.4628  0.2227
C  0.4113  0.8264  0.3532
O  -0.6096  0.7822  -0.5803
C  -1.3880  -0.3281  -0.6042
O  -1.3127  -1.1622  0.2453
H  0.9737  -1.2281  0.9031
H  1.0710  1.6709  0.0686
H  0.0205  0.8247  1.3833
H  -2.2865  -0.1973  -1.2159

[6]
The following is a quantum chemistry calculation of a single C3H4O3 molecule in a non-equilibrium geometry, from the Open Molecules 2025 dataset.

- SMILES: O=CC(=O)CO
- Highest occupied orbital energy: -10.07 eV
- LUMO level: -1.27 eV
- HOMO-LUMO gap: 8.7998 eV

Cartesian coordinates (Å):
O  0.8767  1.6983  0.1344
C  -0.2694  1.4469  -0.1763
C  -0.8645  -0.0111  -0.1120
O  -2.1029  -0.2066  -0.0998
C  0.2459  -1.1529  0.1530
O  1.5265  -0.8286  -0.3339
H  -0.9159  2.2849  -0.3685
H  0.2293  -1.3981  1.2820
H  -0.2884  -1.9904  -0.3359
H  1.5626  0.1575  -0.1430

[7]
The following is a quantum chemistry calculation of a single C3H4O3 molecule, from the Open Molecules 2025 dataset.

- SMILES: O=CC(O)C=O
- Highest occupied orbital energy: -10.25 eV
- LUMO level: 0.09 eV
- HOMO-LUMO gap: 10.3322 eV

Cartesian coordinates (Å):
O  1.6646  0.4186  1.4734
C  1.0408  -0.3341  0.7713
C  0.2600  0.1078  -0.4707
O  -0.0023  -0.9797  -1.2977
C  -1.0181  0.7344  0.0638
O  -2.0748  0.1588  -0.0413
H  0.9354  -1.4198  0.9775
H  0.8469  0.8709  -0.9980
H  -0.9146  -1.2577  -1.1141
H  -0.9144  1.7021  0.5873

[8]
The following is a quantum chemistry calculation of a single C3H4O3 molecule, from the Open Molecules 2025 dataset.

- Highest occupied orbital energy (alpha / beta): -9.41 / -9.24 eV
- LUMO level (alpha / beta): -1.83 / -2.15 eV
- HOMO-LUMO gap (alpha / beta): 7.5826 / 7.0910 eV

Cartesian coordinates (Å):
O  0.2284  1.2971  0.0184
C  1.1054  0.3395  -0.1323
C  0.7556  -0.9902  -0.0596
O  -1.1174  -0.2787  -0.7827
C  -1.1164  0.5819  0.2460
O  -1.4462  0.4478  1.4109
H  2.1000  0.6965  -0.3908
H  1.4117  -1.7497  -0.4701
H  0.0462  -1.3087  0.7090
H  -1.9672  0.9644  -0.5488

Computed values of ΔE to the lowest compared entry with this formula, charge and spin (unit: eV) for the preceding records, in sequence: 1.669; 4.314; 4.959; 0.864; 1.696; 2.252; 1.532; 6.414.